169
Properties=species:S:1:pos:R:3 method="wB97M-V/def2-TZVPD" e_homo_ha=-0.3416 orbital_gap_ha=0.351 max_force_ha_per_bohr=0.0933 energy_ev=-178273.1687
F 7.281 2.285 -6.426
C 6.183 2.629 -5.755
C 6.247 2.713 -4.357
C 5.146 3.093 -3.623
C 4.016 3.429 -4.366
C 3.884 3.143 -5.730
C 4.996 2.882 -6.429
H 7.197 2.502 -3.887
H 5.179 3.117 -2.544
H 3.145 3.731 -3.805
H 2.943 3.333 -6.226
H 5.068 2.837 -7.506
F -4.108 -3.524 2.036
C -3.947 -4.861 2.137
C -4.803 -5.601 2.903
C -4.565 -6.943 3.178
C -3.304 -7.572 2.668
C -2.440 -6.822 1.931
C -2.805 -5.482 1.606
H -5.680 -5.148 3.340
H -5.223 -7.590 3.740
H -3.015 -8.576 2.941
H -1.478 -7.156 1.571
H -2.171 -4.711 1.193
F 7.120 1.634 -1.282
C 7.487 1.600 0.027
C 6.519 1.507 1.000
C 6.865 1.284 2.319
C 8.183 1.219 2.616
C 9.158 1.364 1.633
C 8.806 1.564 0.345
H 5.490 1.527 0.673
H 6.132 1.288 3.111
H 8.402 1.037 3.657
H 10.179 1.337 1.983
H 9.548 1.506 -0.439
F 2.004 0.663 0.344
C 0.724 0.538 -0.052
C -0.290 1.176 0.743
C -1.603 1.031 0.406
C -2.006 0.234 -0.666
C -0.975 -0.375 -1.450
C 0.327 -0.287 -1.100
H -0.003 1.666 1.662
H -2.326 1.509 1.050
H -3.050 0.195 -0.940
H -1.178 -1.113 -2.212
H 1.038 -0.884 -1.652
F 0.166 3.427 3.717
C 0.717 2.288 4.258
C 0.035 1.566 5.245
C 0.605 0.323 5.704
C 1.721 -0.196 5.106
C 2.451 0.539 4.169
C 1.905 1.756 3.655
H -0.839 1.969 5.736
H 0.074 -0.137 6.525
H 2.036 -1.191 5.385
H 3.349 0.181 3.687
H 2.399 2.421 2.963
F 4.512 3.905 0.777
C 3.266 4.439 0.566
C 2.458 4.123 -0.509
C 1.193 4.718 -0.678
C 0.669 5.557 0.259
C 1.449 5.965 1.333
C 2.741 5.352 1.488
H 2.794 3.445 -1.280
H 0.649 4.465 -1.577
H -0.366 5.862 0.203
H 0.962 6.558 2.093
H 3.422 5.546 2.303
F -1.990 6.233 7.908
C -2.652 5.244 7.190
C -2.519 5.152 5.817
C -3.321 4.247 5.042
C -4.351 3.539 5.752
C -4.476 3.650 7.123
C -3.602 4.538 7.828
H -1.792 5.781 5.324
H -3.339 4.323 3.965
H -5.161 3.068 5.216
H -5.297 3.155 7.621
H -3.723 4.635 8.897
C 0.812 -2.835 2.029
Cl 0.791 -4.036 0.611
Cl 1.859 -3.360 3.396
H 1.119 -1.895 1.570
H -0.191 -2.707 2.436
C -6.263 -1.212 0.122
Cl -6.223 -0.816 1.896
Cl -6.190 -2.954 -0.078
H -7.243 -0.937 -0.269
H -5.443 -0.838 -0.492
C 1.984 0.118 -5.073
Cl 0.904 1.344 -4.337
Cl 1.213 -1.435 -5.522
H 2.506 0.490 -5.955
H 2.740 -0.124 -4.326
C -3.937 -2.352 -2.685
C -4.222 -1.030 -3.385
O -4.717 -0.026 -2.765
C -3.750 -0.879 -4.845
H -3.059 -2.293 -2.043
H -3.709 -3.153 -3.388
H -4.814 -2.674 -2.123
H -4.492 -0.375 -5.464
H -3.447 -1.780 -5.379
H -2.777 -0.392 -4.781
C 3.265 -6.062 -0.110
C 4.210 -6.696 -1.108
O 5.310 -7.144 -0.817
C 3.739 -6.783 -2.571
H 3.602 -6.368 0.880
H 2.235 -6.402 -0.219
H 3.214 -4.976 -0.182
H 2.771 -7.279 -2.646
H 4.482 -7.134 -3.287
H 3.623 -5.735 -2.849
C -4.540 3.916 0.244
C -4.947 2.857 -0.866
O -5.570 1.843 -0.595
C -4.310 3.077 -2.258
H -3.500 3.837 0.560
H -5.102 3.814 1.173
H -4.687 4.968 0.003
H -3.268 2.787 -2.394
H -4.579 4.021 -2.732
H -4.693 2.307 -2.928
C -3.301 -0.064 6.605
C -2.936 -1.452 6.343
O -2.471 -2.164 7.231
C -3.295 -2.028 4.966
H -2.812 0.252 7.527
H -4.345 0.192 6.787
H -2.909 0.508 5.764
H -4.204 -1.544 4.610
H -3.396 -3.113 5.004
H -2.482 -1.718 4.309
C -0.054 -4.196 -2.626
C -1.200 -4.585 -3.610
O -1.369 -4.039 -4.677
C -2.155 -5.646 -3.063
H 0.942 -4.204 -3.069
H 0.033 -5.022 -1.919
H -0.348 -3.327 -2.037
H -1.686 -6.556 -3.436
H -3.184 -5.632 -3.423
H -2.305 -5.755 -1.989
C -4.296 2.173 -6.256
C -4.053 3.665 -6.101
O -5.018 4.401 -5.994
C -2.594 4.168 -5.888
H -5.333 1.981 -6.532
H -4.157 1.792 -5.244
H -3.764 1.694 -7.078
H -2.385 4.956 -6.611
H -1.874 3.405 -6.184
H -2.335 4.430 -4.862
C 5.236 -1.007 -2.395
C 3.992 -1.705 -1.731
O 3.239 -2.301 -2.514
C 3.785 -1.764 -0.243
H 5.117 0.057 -2.191
H 5.223 -1.078 -3.483
H 6.171 -1.295 -1.914
H 4.240 -2.741 -0.084
H 2.744 -1.767 0.078
H 4.394 -1.039 0.298

***

67
Properties=species:S:1:pos:R:3 method="wB97M-V/def2-TZVPD" e_homo_ha=-0.4221 orbital_gap_ha=0.278 max_force_ha_per_bohr=0.0104 total_charge=+1 energy_ev=-56132.7407
N -7.078 -1.641 -1.085
C -5.724 -2.001 -0.694
P -4.866 -0.680 0.199
C -4.425 0.728 -0.785
C -3.312 0.668 -1.619
C -3.000 1.804 -2.353
N -3.708 2.928 -2.315
C -4.782 2.966 -1.532
C -5.180 1.897 -0.735
H -7.141 -1.489 -2.083
H -7.448 -0.815 -0.632
H -5.120 -2.290 -1.556
H -5.740 -2.849 0.000
H -5.747 -0.236 1.184
H -3.722 -1.195 0.820
H -2.686 -0.217 -1.689
H -2.121 1.786 -2.989
H -5.351 3.890 -1.520
H -6.048 1.994 -0.093
C 1.860 1.278 2.317
C 0.699 1.009 1.600
C -0.069 -0.098 1.915
C 0.318 -0.952 2.941
C 1.493 -0.689 3.647
C 2.254 0.431 3.339
C 1.965 -1.608 4.725
O 2.978 -1.374 5.344
C 1.152 -2.827 5.000
C 1.595 -3.726 5.961
C 0.852 -4.861 6.240
C -0.340 -5.100 5.566
C -0.785 -4.209 4.605
C -0.040 -3.072 4.313
C -0.524 -2.139 3.264
O -1.571 -2.342 2.674
H 2.459 2.145 2.072
H 0.401 1.666 0.792
H -0.973 -0.317 1.363
H 3.158 0.622 3.901
H 2.522 -3.527 6.481
H 1.201 -5.563 6.986
H -0.920 -5.985 5.790
H -1.709 -4.385 4.072
C -0.151 3.339 -3.825
C 0.114 3.807 -2.541
C 1.285 3.445 -1.898
C 2.191 2.603 -2.532
C 1.920 2.124 -3.813
C 0.747 2.500 -4.462
C 2.861 1.191 -4.502
O 2.619 0.779 -5.615
C 4.091 0.782 -3.769
C 4.963 -0.118 -4.369
C 6.118 -0.505 -3.710
C 6.409 0.008 -2.451
C 5.542 0.902 -1.845
C 4.378 1.288 -2.498
C 3.449 2.231 -1.817
O 3.691 2.679 -0.717
H -1.068 3.630 -4.324
H -0.597 4.455 -2.045
H 1.510 3.807 -0.904
H 0.553 2.123 -5.456
H 4.727 -0.505 -5.351
H 6.795 -1.206 -4.178
H 7.316 -0.292 -1.942
H 5.757 1.307 -0.866

***

12
Properties=species:S:1:pos:R:3 method="wB97M-V/def2-TZVPD" e_homo_ha="0.0400 / -0.1127" orbital_gap_ha="0.140 / 0.286" max_force_ha_per_bohr=0.0882 total_charge=-1 energy_ev=-6317.1540 spin_multiplicity=2
C -1.046 0.942 0.349
C -0.562 -0.072 1.288
C 0.471 -0.945 0.855
C 1.138 -0.794 -0.324
C 0.634 0.077 -1.296
C -0.398 1.014 -0.894
H -1.848 1.554 0.549
H -1.108 -0.240 2.276
H 0.705 -1.727 1.600
H 2.013 -1.396 -0.575
H 0.970 -0.090 -2.347
H -0.969 1.678 -1.483

***

11
Properties=species:S:1:pos:R:3 method="wB97M-V/def2-TZVPD" e_homo_ha=-0.5524 orbital_gap_ha=0.422 max_force_ha_per_bohr=0.1143 total_charge=+1 energy_ev=-22584.4963
K 4.606 -14.953 14.730
C 5.121 -14.781 11.802
C 5.237 -16.353 11.939
O 4.316 -16.853 12.853
O 5.534 -14.327 13.054
H 4.092 -14.483 11.598
H 5.748 -14.194 11.132
H 6.270 -16.549 12.228
H 5.016 -16.709 10.933
H 4.081 -17.706 12.482
H 5.777 -13.436 12.789

***

32
Properties=species:S:1:pos:R:3 method="wB97M-V/def2-TZVPD" e_homo_ha="-0.3371 / -0.5092" orbital_gap_ha="0.240 / 0.262" max_force_ha_per_bohr=0.1461 total_charge=+1 energy_ev=-17061.0240 spin_multiplicity=3
C 1.324 -0.195 -0.080
C -1.944 -1.941 0.882
C -1.041 -0.785 1.270
C -1.055 -2.589 -0.170
C -0.537 -0.277 -0.150
C -2.602 1.149 -0.686
C -0.698 2.341 0.232
C 4.409 1.137 0.351
C -1.014 1.140 -0.658
N 2.026 -0.956 -0.928
N 2.105 0.539 0.662
N 3.234 -0.643 -0.743
N 3.300 0.283 0.226
N -0.745 -1.426 -1.108
H -2.244 -2.485 1.760
H -2.868 -1.560 0.518
H -1.501 0.061 1.719
H -0.314 -1.132 2.003
H -0.139 -2.983 0.255
H -1.471 -3.376 -0.882
H -2.959 0.957 0.316
H -2.946 0.288 -1.226
H -3.107 2.023 -1.063
H 0.012 2.013 0.949
H -1.514 2.932 0.580
H -0.006 3.105 -0.347
H 4.434 1.634 1.348
H 5.325 0.470 0.408
H 4.494 1.846 -0.409
H -0.439 1.184 -1.762
H 0.125 -1.577 -1.683
H -1.646 -1.177 -1.581

***

10
Properties=species:S:1:pos:R:3 method="wB97M-V/def2-TZVPD" e_homo_ha=-0.3350 orbital_gap_ha=0.349 max_force_ha_per_bohr=0.0090 energy_ev=-9313.7416
O 0.802 -1.219 -1.639
C 0.591 -0.197 -0.758
C -0.026 -0.371 0.547
O 1.350 -0.171 0.457
C -1.137 1.672 0.476
O -0.773 0.646 1.204
H 0.737 -2.065 -1.177
H 0.516 0.757 -1.267
H -0.355 -1.333 0.939
H -1.705 2.280 1.219

***

12
Properties=species:S:1:pos:R:3 method="wB97M-V/def2-TZVPD" e_homo_ha=-0.3348 orbital_gap_ha=0.344 max_force_ha_per_bohr=0.0212 energy_ev=-9706.3398
N -1.651 -0.866 0.941
C -0.573 -1.630 1.164
N 0.391 -2.244 1.381
C 1.588 0.569 -0.005
O 1.662 -0.577 -0.612
C 0.720 1.488 -0.773
N -0.551 1.385 -0.682
H -2.464 -1.374 0.618
H -1.433 -0.024 0.388
H 2.100 -1.218 -0.020
H 1.232 2.325 -1.266
H -1.021 2.168 -1.135

***

8
Properties=species:S:1:pos:R:3 method="wB97M-V/def2-TZVPD" e_homo_ha="-0.6988 / -0.7370" orbital_gap_ha="0.205 / 0.337" max_force_ha_per_bohr=0.0602 total_charge=+2 energy_ev=-32582.7027 spin_multiplicity=5
O -0.267 -0.391 -1.490
Cr -1.107 -0.517 -3.151
C -0.315 -0.181 -0.320
C -0.256 -0.392 0.980
H 0.318 -1.250 1.337
H -0.973 0.146 1.604
H 1.287 1.372 0.115
H 1.313 1.214 0.926